A 2-piece molecular cluster, C4H12O overall in a non-equilibrium geometry, computed with ωB97M-V with the def2-TZVPD basis set.

Summary:
strongest force on any atom	1.63	eV/A
net charge	+1
spin multiplicity	2
relative energy (zero: lowest compared OMol25 entry of this formula, charge and spin)	0.8788	eV
molecular weight	76.1	g mol⁻¹
LUMO (alpha / beta)	-4.07 / -10.54	eV
<S²>	0.754

Cartesian coordinates (Å):
C  -2.559  1.463  1.015
O  -1.222  1.705  1.347
H  -0.714  1.873  0.524
H  -2.624  0.363  1.151
H  -2.714  1.549  -0.067
H  -3.210  1.995  1.701
C  1.661  -0.860  -0.736
C  0.455  -1.616  -1.320
C  1.433  0.057  0.443
H  2.405  -1.635  -0.471
H  2.196  -0.281  -1.494
H  -0.522  -1.157  -1.306
H  1.395  -0.533  1.373
H  2.321  0.677  0.575
H  0.303  -2.534  -0.736
H  0.769  -1.893  -2.327
H  0.626  0.827  0.327